ORCA calculation (ωB97M-V/def2-TZVPD) on the molecule C9H15N2P.

The value obtained for the HOMO energy (spin up / spin down) is -5.09 / -8.15 eV. Its spin multiplicity is 3. For the frontier orbital gap (spin up / spin down), the calculation gives 5.94 / 6.36 eV. The calculation puts the LUMO energy (spin up / spin down) at 0.031 / -0.066 Eh. The energy above the lowest of the compared OMol25 structures with the same formula, charge and spin comes out at 0.0 kJ/mol.

```
27
Properties=species:S:1:pos:R:3:forces:R:3:lowdin_spin:R:1
C -0.7697 2.8372 -0.5549 1.0757 0.2545 -0.4407 0.27
C -1.7496 2.6257 0.3394 -2.4613 -2.4877 0.1464 0.05
C 0.3343 0.7243 -0.6073 -3.0946 3.0661 0.4456 0.37
C -1.6421 0.2326 0.2618 0.4118 0.0644 0.3606 0.40
C 1.1856 -1.5024 -0.9262 -1.4196 1.4689 1.1569 0.01
C 1.5570 -0.0570 1.1967 1.2565 -1.2660 1.2509 0.02
C 2.7335 0.5785 -1.0689 -0.8972 -3.8986 1.3238 0.03
C -2.3080 -2.3951 0.9434 2.2368 2.5685 -0.7623 0.04
C 1.4526 -0.0863 -0.3334 1.4159 -1.5625 -1.3112 0.07
N 0.2398 1.9500 -0.7090 0.8393 -1.6383 -1.2637 0.22
N -2.1427 1.3453 0.5369 1.6119 2.3554 1.5339 0.35
P -2.7029 -1.0215 -0.3680 0.3031 -2.4842 -0.1299 0.12
H -0.6410 3.6601 -1.1678 0.2587 2.2504 -0.1772 0.02
H -2.2958 3.3644 0.8757 -0.4897 0.6708 -0.2122 0.00
H 1.8757 -2.1680 -0.5074 0.3002 -1.5341 1.3219 0.00
H 0.0891 -1.6741 -0.8862 0.7773 -0.6897 0.8827 0.00
H 1.3468 -1.6610 -1.9401 0.6373 0.7579 -2.2564 0.00
H 2.4987 -0.5470 1.5330 -0.3694 0.0727 -0.4301 0.00
H 1.6635 0.9522 1.5583 -0.1794 0.5560 -0.0533 0.00
H 0.7753 -0.5497 1.8257 0.1482 0.3670 -1.1182 0.00
H 3.5102 -0.1822 -0.6894 -0.3064 1.9701 -0.4850 0.00
H 2.6041 0.3237 -2.1254 0.0759 0.6856 0.0965 0.00
H 2.7548 1.6185 -0.8181 0.7024 0.3925 0.0507 0.01
H -1.6889 -1.8966 1.7786 -1.4652 -0.9420 -1.0004 0.00
H -1.6310 -3.0264 0.3875 0.0870 -0.6542 0.1622 0.00
H -3.2137 -2.8714 1.1777 -0.9723 -0.7599 0.7248 0.00
H -3.8357 -0.5739 0.2874 -0.4828 0.4164 0.1835 0.01
```
Positions in Å, forces in eV/Å.